The following is a quantum chemistry calculation of 17 unconnected molecules or ions with the total composition H34O17, from the Open Molecules 2025 dataset.

Computed properties:
Energy above the lowest of the compared OMol25 structures with the same formula, charge and spin (kcal/mol): 75.25

Geometry as ORCA input:
```
! wB97M-V def2-TZVPD RIJCOSX def2/J DEFGRID3
* xyz 0 1
O 0.3892 1.4605 -1.8622
H 0.7125 1.9092 -1.0671
H 1.1666 1.1619 -2.3557
O -1.4963 0.6301 2.1725
H -2.4499 0.5220 2.0814
H -1.2161 1.2094 1.4498
O -1.4447 -3.4829 -2.5692
H -1.4103 -2.5224 -2.4597
H -0.5554 -3.6501 -2.2262
O 0.2733 -1.6394 -4.4247
H 1.0457 -2.1043 -4.0708
H 0.2282 -1.0299 -3.6705
O -4.3805 -1.7605 0.9887
H -4.8430 -1.1085 0.4529
H -4.8449 -2.0153 1.7858
O 1.4505 -4.1845 2.6398
H 1.3213 -3.2792 2.3218
H 0.5832 -4.3786 3.0109
O 0.9605 3.3111 3.5312
H 0.6900 2.6446 2.8837
H 0.7902 2.8469 4.3623
O -0.0349 -1.3761 2.8058
H -0.6191 -1.0997 3.5211
H -0.5499 -1.0102 2.0675
O 2.3181 3.8495 -2.6209
H 3.1580 4.2237 -2.9188
H 2.3229 3.0666 -3.2130
O 2.8304 -1.7324 -4.2111
H 3.4005 -2.4907 -4.0329
H 2.6169 -1.6090 -5.1435
O 1.4868 1.7055 -4.4378
H 1.6596 0.9689 -5.0481
H 0.5239 1.7492 -4.5825
O 2.2587 -0.3123 2.1326
H 1.3396 -0.5056 2.4233
H 2.7072 -1.0886 2.4893
O 4.0733 0.9748 0.4362
H 4.3479 1.6936 -0.1538
H 4.1954 1.4301 1.2792
O -3.4309 2.5990 3.6141
H -3.0782 3.2347 4.2378
H -3.7206 2.9899 2.7799
O -3.5619 -0.9714 4.6717
H -3.1147 -1.6191 4.1103
H -2.9522 -0.2151 4.6803
O 0.7930 -1.3863 -1.3782
H 0.9700 -0.4718 -1.0848
H 1.4719 -1.9929 -1.0715
O -2.8866 1.8677 -1.2172
H -2.2436 2.0078 -1.9143
H -3.2515 0.9801 -1.1952
*
```

=====

The following is a quantum chemistry calculation of a molecular structure, H35O17, from the Open Molecules 2025 dataset.

Computed properties:
Energy above the lowest of the compared OMol25 structures with the same formula, charge and spin (kcal/mol): 93.56

Geometry as ORCA input:
```
! wB97M-V def2-TZVPD RIJCOSX def2/J DEFGRID3
* xyz 1 1
O 2.6852 -1.4222 3.8313
H 2.9076 -2.3024 4.1573
H 2.6190 -0.9586 4.6851
O -0.4040 -4.1558 -0.3358
H -0.0114 -4.8359 -0.9028
H -1.3337 -4.1657 -0.5657
O -1.7704 0.5905 -3.3019
H -1.0342 1.1269 -2.9633
H -1.5815 0.4828 -4.2457
O 1.7530 2.7549 2.0216
H 1.9155 3.1146 2.9070
H 2.0945 1.8539 2.1729
O -1.1651 2.0478 2.7831
H -0.5491 2.3461 3.4578
O -2.1129 -1.4426 -1.2337
H -2.2530 -1.6544 -2.1623
H -1.3102 -0.9153 -1.3914
O 0.1088 -3.7206 1.7409
H 0.2122 -4.6673 1.8594
H -0.6629 -3.6938 1.1470
O 1.6608 1.5511 -0.5614
H 1.9723 1.4544 0.3577
H 2.3569 1.2049 -1.1338
O -0.1477 -0.0288 -1.5196
H 0.4685 3.5001 -1.2595
H 0.2189 0.2562 -0.6653
O 0.0556 -0.9437 -4.1548
H -0.3889 -1.1405 -3.3258
H -0.4860 -1.2420 -4.8865
O 2.8264 0.2904 1.5305
H 2.3367 -0.4950 1.2826
H 3.2411 -0.0178 2.3523
O -2.1838 0.2811 0.5475
H -2.9373 -0.3149 0.5273
H -1.8799 0.5531 1.4273
O -0.3067 -1.8647 4.9186
H -1.0725 -1.6408 4.3688
H 0.3548 -1.7950 4.2167
O -1.8338 3.7951 -2.0559
H -2.4728 2.4492 -1.5964
H -1.8094 4.1439 -2.9457
O 3.4644 -2.1288 -2.4429
H 3.5365 -2.1642 -1.4879
H 4.0349 -2.7083 -2.9528
O -0.0540 3.6396 -0.4673
H 0.1744 2.8075 -0.0408
H -1.4295 4.2756 -1.2977
O -3.0208 1.6677 -1.2535
H -2.5141 1.1612 -0.3311
H -2.8897 0.9787 -1.9346
H -2.0174 2.2221 3.1805
H 0.6348 -0.1306 -2.0570
*
```

=====

The following is a quantum chemistry calculation of a molecular structure, H35O18, from the Open Molecules 2025 dataset.

Computed properties:
Energy above the lowest of the compared OMol25 structures with the same formula, charge and spin (kcal/mol): 2.90

Geometry as ORCA input:
```
! wB97M-V def2-TZVPD RIJCOSX def2/J DEFGRID3
* xyz -1 1
O -0.7060 -4.0575 -2.4808
H -1.6277 -3.9052 -2.7060
H -0.1657 -3.6264 -3.1546
O 1.6464 1.7804 0.9760
H 2.1965 1.0804 0.6137
O 2.0031 2.3296 -3.9954
H 1.2757 2.2364 -3.3663
H 1.5667 2.9580 -4.5821
O 3.0203 0.4633 -1.8196
H 2.4315 -0.2323 -1.4505
H 2.7949 0.2665 -2.7395
O -1.3804 3.1518 0.1319
H -2.3049 3.3081 -0.0980
H -1.4665 2.2174 0.4021
O -1.7505 -0.0202 -1.9272
H -0.9214 0.3971 -1.6773
H -1.7098 -0.9669 -1.6551
O 1.2696 -1.3228 -0.6242
H 0.4912 -0.8676 -0.2813
H 1.7562 -1.5846 0.1688
O -1.9661 -1.9709 -0.0694
H -2.2302 -2.7866 -0.5043
H -2.0007 -0.0097 0.3156
O 1.3708 0.0120 4.9652
H 1.5788 -0.7365 4.3913
H 0.5814 0.4273 4.6006
O 0.1927 3.6873 -2.1995
H 0.2211 3.1573 -1.3950
H -0.0275 4.5731 -1.9040
O 1.9148 -2.8930 -2.6606
H 2.2000 -3.7717 -2.9267
H 1.2779 -3.0158 -1.9444
O -2.1728 0.7045 -4.6231
H -1.4222 0.1413 -4.8027
H -2.3421 0.7423 -3.6718
O -1.3422 0.4165 0.8845
H 0.7350 1.5082 0.8328
H -0.9794 -0.2530 1.4687
O -2.5891 -1.5999 2.4325
H -3.3103 -1.0874 2.0795
H -2.1410 -2.2256 1.8388
O 1.4381 -2.5115 3.2958
H 1.3820 -3.4273 3.5783
H 0.6503 -2.4542 2.7202
O -0.2537 -3.1086 1.1677
H -1.0629 -2.3886 0.7248
H -0.3799 -3.9801 0.7949
O 1.4275 5.1787 2.5224
H 1.0056 4.3778 2.8566
H 2.3464 5.0337 2.7734
O -1.7227 0.3436 4.2082
H -2.2691 -0.2183 4.7573
H -1.8843 0.0765 3.2958
*
```

=====

The following is a quantum chemistry calculation of 14 unconnected molecules or ions with the total composition H36N6O14S2, from the Open Molecules 2025 dataset.

Geometry as ORCA input:
```
! wB97M-V def2-TZVPD RIJCOSX def2/J DEFGRID3
* xyz 2 1
N 11.6973 4.3340 -14.7853
H 10.7929 4.3190 -15.2473
H 12.4590 4.1807 -15.4357
H 11.7681 3.7183 -13.9843
H 11.8422 5.2907 -14.4040
N 11.0388 10.2540 -12.8835
H 10.5470 9.8885 -12.0743
H 11.0173 11.2520 -12.7015
H 10.5364 9.9282 -13.7088
H 11.9767 9.8563 -12.9738
N 12.2168 5.6099 -11.5443
H 11.8188 4.6776 -11.5749
H 13.1787 5.4719 -11.2541
H 11.7723 6.2062 -10.8532
H 12.2030 6.0277 -12.4985
N 15.7933 5.6574 -17.1832
H 15.3762 4.7367 -17.1955
H 16.5792 5.6285 -16.5237
H 15.0801 6.3212 -16.9115
H 16.0888 5.9792 -18.0999
N 15.7741 3.8048 -13.7919
H 15.1542 3.2359 -14.3519
H 16.6810 3.3956 -14.0258
H 15.7182 3.8458 -12.7820
H 15.9441 4.7074 -14.2388
N 16.9478 8.0927 -13.1158
H 16.0718 7.5950 -13.3247
H 17.7773 7.5934 -13.5003
H 17.0986 8.2366 -12.1240
H 16.9034 9.0357 -13.4857
S 18.6703 5.8641 -14.8493
O 19.8277 5.0573 -15.2878
O 18.6812 7.1107 -15.5979
O 17.4069 5.2106 -15.2013
O 18.8067 6.0961 -13.4271
S 13.3603 7.5689 -14.2766
O 14.6647 6.9015 -14.0289
O 13.2938 7.8260 -15.6984
O 12.2677 6.6298 -13.8384
O 13.2622 8.8524 -13.5744
O 12.2312 10.4821 -16.0839
H 13.0118 10.7728 -15.5935
H 12.0393 9.6118 -15.7399
O 10.1393 8.4425 -14.8536
H 9.5960 7.9856 -15.5010
H 10.8318 7.8156 -14.6296
O 11.5241 6.8284 -17.3633
H 12.2077 7.1220 -16.7502
H 11.0721 7.6344 -17.6265
O 13.3802 8.3051 -10.8102
H 13.5182 8.7411 -11.6590
H 14.2065 7.8484 -10.6356
O 14.7794 8.8305 -17.3072
H 15.1367 9.5734 -16.8186
H 14.0966 8.4561 -16.7254
O 14.1741 11.1876 -14.2192
H 14.9753 11.1098 -14.7438
H 14.0162 10.2911 -13.8780
*
```

=====

Number 1: frontier orbital gap 10.4 eV, LUMO level -0.199 eV, HOMO energy -10.5570 eV. Number 2: frontier orbital gap 9.8 eV, LUMO level -2.594 eV, HOMO energy -12.3899 eV. Number 3: frontier orbital gap 9.2 eV, LUMO level 2.279 eV, HOMO energy -6.9029 eV. Number 4: frontier orbital gap 3.7 eV, LUMO level -7.856 eV, HOMO energy -11.5494 eV.